{
  "formula": "C23H16FeN4O5S",
  "method": "ωB97M-V/def2-TZVPD",
  "symbols": ["Fe", "N", "C", "S", "N", "N", "C", "C", "C", "C", "C", "C", "C", "O", "H", "H", "H", "H", "H", "H", "H", "O", "C", "O", "C", "C", "C", "C", "C", "C", "N", "O", "O", "H", "H", "H", "H", "C", "C", "C", "C", "C", "C", "C", "C", "H", "H", "H", "H", "H"],
  "positions_angstrom": [[1.45289, -1.03916, 0.45439], [5.02533, 0.00208, 2.63263], [3.79969, -0.42888, 2.17218], [3.64181, -0.67516, 0.45644], [2.87666, -0.64012, 3.05143], [1.71331, -1.12283, 2.46036], [0.78736, -1.44561, 3.28542], [-0.49563, -1.98718, 2.89450], [-1.48386, -2.12552, 3.87768], [-2.71261, -2.67684, 3.59102], [-2.95435, -3.12431, 2.28702], [-1.99703, -3.00893, 1.30617], [-0.73866, -2.42869, 1.57567], [0.13761, -2.35324, 0.60729], [5.57179, 0.51653, 1.96338], [5.00410, 0.39129, 3.56198], [0.98872, -1.30452, 4.34634], [-1.26377, -1.77805, 4.88130], [-3.47316, -2.76183, 4.35500], [-3.91525, -3.56159, 2.04117], [-2.17859, -3.34643, 0.29405], [1.55050, 2.07125, -0.14274], [0.55498, 1.61934, 0.38908], [0.34012, 0.41647, 0.80785], [-0.65443, 2.52076, 0.60071], [-0.61646, 3.81988, 0.11113], [-1.69465, 4.67784, 0.27973], [-2.82738, 4.24651, 0.95113], [-2.84023, 2.94908, 1.43341], [-1.78515, 2.07228, 1.27321], [-4.04842, 2.48510, 2.15733], [-4.92989, 3.30157, 2.35726], [-4.01919, 1.38094, 2.65390], [0.28264, 4.13258, -0.40370], [-1.65580, 5.68612, -0.11137], [-3.68351, 4.88554, 1.10324], [-1.82921, 1.06207, 1.65332], [1.40318, -1.01062, -1.45723], [1.39445, -1.00306, -2.67149], [1.39197, -0.97967, -4.10329], [0.29282, -1.45078, -4.82856], [0.29091, -1.42207, -6.21370], [1.38549, -0.92239, -6.90714], [2.48409, -0.45320, -6.19854], [2.48851, -0.48061, -4.81351], [-0.55787, -1.83910, -4.28394], [-0.57066, -1.79247, -6.75590], [1.38263, -0.89919, -7.98986], [3.34392, -0.06250, -6.72908], [3.34031, -0.11264, -4.25669]],
  "spin_multiplicity": 2,
  "s2": 1.067,
  "e_lumo_ev": [1.9, 1.9],
  "homo_lumo_gap_ev": [7.097, 6.838],
  "total_charge": -1
}



{
  "formula": "C8H13IO2Si",
  "method": "ωB97M-V/def2-TZVPD",
  "symbols": ["C", "C", "C", "C", "C", "C", "C", "C", "O", "O", "Si", "I", "H", "H", "H", "H", "H", "H", "H", "H", "H", "H", "H", "H", "H"],
  "positions_angstrom": [[2.79531, -2.15799, -0.66097], [2.22523, -1.27846, -1.50472], [2.00893, -2.34635, 0.52909], [0.85348, -1.01302, -0.98693], [-0.32548, 0.34024, 2.04969], [-2.51996, -0.04182, -0.25664], [-1.53865, 2.73750, 0.23576], [0.41387, 0.51949, -0.92352], [2.18574, -2.99615, 1.53647], [0.81422, -1.70412, 0.26816], [-0.98324, 0.86612, 0.26698], [1.96582, 1.91347, -0.58848], [3.78275, -2.59686, -0.65458], [2.67679, -0.79315, -2.30065], [0.10129, -1.49258, -1.74766], [0.60277, 0.77144, 2.36341], [-1.11840, 0.84711, 2.70511], [-0.33699, -0.72714, 2.11726], [-3.16473, 0.44348, -1.08079], [-2.28155, -1.10965, -0.54623], [-3.12725, -0.12925, 0.62015], [-0.89452, 3.33095, 0.90349], [-1.52543, 3.06639, -0.81780], [-2.65190, 2.77356, 0.36304], [0.04192, 0.77680, -1.88965]],
  "e_lumo_ev": 0.1,
  "homo_lumo_gap_ev": 9.610,
  "total_charge": 0
}



{
  "formula": "C33H46BF3NO37S2",
  "method": "ωB97M-V/def2-TZVPD",
  "symbols": ["O", "S", "O", "C", "O", "C", "F", "F", "F", "N", "S", "O", "O", "C", "B", "O", "O", "H", "H", "H", "H", "H", "H", "C", "C", "O", "C", "O", "O", "H", "H", "H", "H", "C", "C", "O", "C", "O", "O", "H", "H", "H", "H", "C", "C", "O", "C", "O", "O", "H", "H", "H", "H", "C", "C", "O", "C", "O", "O", "H", "H", "H", "H", "C", "C", "O", "C", "O", "O", "H", "H", "H", "H", "C", "C", "O", "C", "O", "O", "H", "H", "H", "H", "C", "C", "O", "C", "O", "O", "H", "H", "H", "H", "C", "C", "O", "C", "O", "O", "H", "H", "H", "H", "C", "C", "O", "C", "O", "O", "H", "H", "H", "H", "C", "C", "O", "C", "O", "O", "H", "H", "H", "H"],
  "positions_angstrom": [[1.34869, -7.32681, -4.48587], [1.70174, -7.22828, -5.95027], [2.70043, -8.33645, -6.23790], [2.57213, -5.58855, -6.21646], [2.02841, -4.67730, -5.22900], [2.36370, -3.35435, -5.49039], [2.06582, -2.91735, -6.77290], [3.69613, -3.04773, -5.11453], [1.56553, -2.56953, -4.62433], [0.34820, -7.43578, -6.95069], [-0.72997, -6.12124, -6.83623], [-2.02850, -6.58358, -7.47769], [-0.26444, -4.93367, -7.67065], [-1.17178, -5.64657, -5.10985], [-2.39893, -4.54401, -5.13666], [-2.84039, -3.91068, -6.33566], [-2.98290, -4.22363, -3.83795], [2.38979, -5.29046, -7.29295], [3.68125, -5.81529, -6.03643], [-0.33393, -5.14598, -4.52756], [-1.48889, -6.55993, -4.50921], [-2.65796, -2.95357, -6.23689], [-2.24517, -4.34628, -3.20282], [3.53876, -1.47867, -1.43013], [2.25694, -2.20855, -1.69036], [1.59156, -2.13790, -0.43274], [2.09240, -1.06351, 0.22680], [1.62697, -0.62383, 1.24403], [3.17666, -0.55272, -0.40695], [3.90808, -0.95992, -2.31044], [4.32530, -2.13589, -1.04946], [1.63922, -1.71572, -2.44565], [2.41907, -3.24470, -1.98814], [-0.84425, 1.46600, 0.62774], [-0.38299, 2.86634, 0.37407], [-0.45366, 2.97321, -1.04634], [-1.35924, 2.04957, -1.47410], [-1.78053, 1.98581, -2.59128], [-1.72269, 1.21341, -0.46801], [-1.37232, 1.36730, 1.57955], [-0.02682, 0.74138, 0.59783], [-1.04735, 3.61340, 0.81890], [0.63391, 3.04170, 0.72789], [-4.70414, -0.04242, 4.19926], [-5.10619, 0.32317, 2.80450], [-4.22040, 1.38976, 2.48382], [-3.13036, 1.25447, 3.27243], [-2.12010, 1.88564, 3.12991], [-3.32162, 0.31090, 4.22917], [-4.84039, -1.10389, 4.40867], [-5.23686, 0.53977, 4.95526], [-4.94572, -0.49060, 2.09717], [-6.14437, 0.64857, 2.74122], [-2.97727, -4.14399, 0.78326], [-3.21624, -4.83853, 2.08937], [-4.10457, -3.95341, 2.76141], [-4.74118, -3.22163, 1.80994], [-5.67140, -2.50031, 2.02919], [-4.18322, -3.41191, 0.58506], [-2.80822, -4.84240, -0.03674], [-2.14052, -3.44104, 0.82916], [-3.70789, -5.80737, 1.96578], [-2.29880, -4.97769, 2.66173], [2.24578, -0.43746, 4.27555], [1.07183, 0.11573, 5.02594], [1.67486, 0.68879, 6.18234], [2.96716, 0.96500, 5.86652], [3.70838, 1.60374, 6.55673], [3.30972, 0.42513, 4.66869], [2.10052, -0.41075, 3.19506], [2.49111, -1.46062, 4.57620], [0.55212, 0.90213, 4.47114], [0.35256, -0.65523, 5.30382], [7.76862, -0.90036, -5.19096], [6.48007, -1.62553, -5.44427], [5.82002, -1.54813, -4.18686], [6.32932, -0.47262, -3.53003], [5.87552, -0.02751, -2.51733], [7.41646, 0.02953, -4.17262], [8.13870, -0.38427, -6.07728], [8.55334, -1.56041, -4.81066], [5.86222, -1.13155, -6.19913], [6.63557, -2.66369, -5.73874], [-5.86424, 5.95040, 3.43392], [-4.52028, 5.28680, 3.37990], [-4.75059, 4.05016, 4.04470], [-6.07844, 3.78155, 3.94723], [-6.57781, 2.73817, 4.25377], [-6.76377, 4.84721, 3.45659], [-6.05111, 6.58649, 2.56835], [-6.00460, 6.53953, 4.34458], [-4.19392, 5.08282, 2.35637], [-3.74819, 5.86454, 3.88862], [1.11935, 7.15586, -0.67468], [-0.15329, 6.40934, -0.93933], [-0.82801, 6.47200, 0.31204], [-0.34363, 7.55587, 0.97546], [-0.81235, 7.99316, 1.98410], [0.74120, 8.07816, 0.34196], [1.48812, 7.67915, -1.55732], [1.91228, 6.50913, -0.28848], [-0.77263, 6.89414, -1.69923], [0.02354, 5.37466, -1.23416], [-3.85726, -0.97938, -1.71096], [-5.28849, -0.87627, -2.14012], [-5.18459, -0.70324, -3.54688], [-3.98634, -1.22444, -3.93030], [-3.65419, -1.39380, -5.06181], [-3.21518, -1.52974, -2.85298], [-3.72841, -1.62855, -0.84416], [-3.41322, -0.00382, -1.49412], [-5.85422, -1.79003, -1.93591], [-5.80294, -0.03152, -1.68035], [5.50016, 5.00083, 7.53595], [5.91516, 3.82035, 8.36074], [7.08679, 4.28719, 9.02118], [7.01184, 5.64433, 9.06045], [7.74974, 6.34256, 9.68991], [5.98803, 6.10439, 8.29179], [4.41909, 5.06290, 7.41026], [5.97322, 5.01034, 6.55003], [5.16854, 3.55203, 9.11313], [6.13486, 2.94336, 7.75189]],
  "e_lumo_ev": 1.3,
  "homo_lumo_gap_ev": 7.463,
  "total_charge": -1
}